(1)
Molecular formula: C4H7NO2
Method: DFT, ωB97M-V/def2-TZVPD

SMILES   C=C1ONC[C@@H]1O
Highest occupied orbital energy   -9.37 eV
Total energy   -361.7285 Eh
Relative energy (zero: lowest compared OMol25 entry of this formula, charge and spin)   399.9 kJ/mol
Gap between HOMO and LUMO   10.308 eV

Element x y z (Å)
C -1.492 -1.318 0.443
C -0.278 -0.947 0.076
O 0.004 -0.737 -1.276
N -0.438 0.700 -1.231
C 0.274 1.240 -0.043
C 0.690 -0.017 0.753
O 2.037 -0.362 0.534
H -2.182 -1.643 -0.327
H -1.841 -1.174 1.458
H -0.134 1.174 -2.078
H -0.429 1.847 0.532
H 1.148 1.845 -0.296
H 0.563 0.092 1.829
H 2.078 -0.701 -0.373

=====

(2)
Molecular formula: C4H7NO2
Method: DFT, ωB97M-V/def2-TZVPD

SMILES   C/C(=C\O)C(N)=O
Highest occupied orbital energy   -9.02 eV
Total energy   -361.8539 Eh
Relative energy (zero: lowest compared OMol25 entry of this formula, charge and spin)   70.7 kJ/mol
Gap between HOMO and LUMO   9.594 eV

Element x y z (Å)
C -0.940 0.956 -0.213
C 0.213 0.100 0.260
C 1.194 0.540 1.064
O 1.433 1.837 1.327
C 0.300 -1.337 -0.091
N -0.652 -1.798 -0.964
O 1.168 -2.077 0.351
H -1.873 0.492 0.126
H -0.942 1.962 0.228
H -1.013 1.089 -1.301
H 1.858 -0.151 1.582
H 0.914 2.359 0.702
H -1.167 -1.168 -1.559
H -0.485 -2.728 -1.318

=====

(3)
Molecular formula: C4H7NO2
Method: DFT, ωB97M-V/def2-TZVPD

SMILES   C[C@@]1(O)C=NOC1
Highest occupied orbital energy   -9.41 eV
Total energy   -361.7487 Eh
Relative energy (zero: lowest compared OMol25 entry of this formula, charge and spin)   347.0 kJ/mol
Gap between HOMO and LUMO   10.116 eV

Element x y z (Å)
C 0.750 -0.211 -0.825
C -0.198 0.322 0.245
O 0.462 1.005 1.286
C -1.227 1.173 -0.433
N -2.371 0.640 -0.532
O -2.422 -0.551 0.070
C -1.017 -0.768 0.868
H 0.121 -0.558 -1.662
H 1.102 -1.128 -0.392
H 1.551 0.424 -1.211
H 1.377 0.696 1.155
H -0.889 2.227 -0.715
H -0.890 -1.816 0.616
H -1.192 -0.512 1.946

=====

(4)
Molecular formula: C4H7NO2
Method: DFT, ωB97M-V/def2-TZVPD

SMILES   O=C1CNC[C@@H]1O
Highest occupied orbital energy   -9.31 eV
Total energy   -361.8154 Eh
Relative energy (zero: lowest compared OMol25 entry of this formula, charge and spin)   171.8 kJ/mol
Gap between HOMO and LUMO   10.001 eV

Element x y z (Å)
O 0.358 -2.294 0.187
C -0.034 -1.151 0.132
C -1.323 -0.660 -0.521
N -1.000 0.733 -0.842
C 0.025 1.300 0.046
C 0.854 0.078 0.429
O 1.980 0.058 -0.550
H -1.535 -1.205 -1.456
H -2.228 -0.738 0.102
H -0.416 0.674 -1.722
H -0.473 1.915 0.813
H 0.635 2.011 -0.530
H 1.256 0.095 1.448
H 2.227 -0.868 -0.719

=====

(5)
Molecular formula: C4H7NO2
Method: DFT, ωB97M-V/def2-TZVPD

Highest occupied orbital energy (alpha / beta)   -7.54 / -7.83 eV
Total energy   -361.7209 Eh
Relative energy (zero: lowest compared OMol25 entry of this formula, charge and spin)   420.0 kJ/mol
Gap between HOMO and LUMO (alpha / beta)   7.811 / 8.422 eV

Element x y z (Å)
O 1.012 -1.966 -0.088
C -0.063 -1.040 -0.130
C -0.301 -0.425 1.228
O -0.930 0.769 1.262
C -0.663 1.662 0.366
N 0.368 1.385 -0.509
C 0.141 0.071 -1.172
H 1.705 -1.553 0.446
H -0.930 -1.652 -0.424
H -0.661 -1.056 2.032
H 1.166 1.171 0.126
H -1.153 2.620 0.479
H -0.716 0.175 -1.842
H 1.024 -0.161 -1.775

=====

(6)
Molecular formula: C4H7NO2
Method: DFT, ωB97M-V/def2-TZVPD

SMILES   NC(=O)CCC=O
Highest occupied orbital energy   -9.96 eV
Total energy   -361.8608 Eh
Relative energy (zero: lowest compared OMol25 entry of this formula, charge and spin)   52.6 kJ/mol
Gap between HOMO and LUMO   10.807 eV

Element x y z (Å)
N -0.675 -2.390 0.066
C 0.184 -1.394 -0.246
O 1.070 -1.539 -1.057
C -0.048 -0.055 0.589
C 0.748 1.060 -0.030
C -0.168 2.291 -0.366
O -1.366 2.296 -0.385
H -0.608 -3.269 -0.423
H -1.439 -2.255 0.703
H 0.249 -0.267 1.616
H -1.115 0.177 0.581
H 1.557 1.416 0.608
H 1.200 0.744 -0.976
H 0.412 3.185 -0.681

=====

(7)
Molecular formula: C4H7NO2
Method: DFT, ωB97M-V/def2-TZVPD

SMILES   [H]/N=C(\C)OCC=O
Highest occupied orbital energy   -9.49 eV
Total energy   -361.8135 Eh
Relative energy (zero: lowest compared OMol25 entry of this formula, charge and spin)   176.9 kJ/mol
Gap between HOMO and LUMO   10.296 eV

Element x y z (Å)
H -0.905 2.054 -0.022
N -0.235 1.306 0.135
C -0.783 0.165 0.063
C -2.223 -0.189 -0.188
O -0.037 -0.953 0.223
C 1.328 -0.717 0.529
C 2.143 0.137 -0.461
O 3.170 0.648 -0.085
H -2.632 -0.720 0.678
H -2.819 0.707 -0.374
H -2.298 -0.858 -1.051
H 1.438 -0.218 1.506
H 1.787 -1.712 0.589
H 2.114 0.391 -1.522

=====

(8)
Molecular formula: C4H7NO2
Method: DFT, ωB97M-V/def2-TZVPD

Highest occupied orbital energy   -9.95 eV
Total energy   -361.6538 Eh
Relative energy (zero: lowest compared OMol25 entry of this formula, charge and spin)   596.1 kJ/mol
Gap between HOMO and LUMO   10.105 eV

Element x y z (Å)
C 0.684 1.528 -0.880
C 0.043 0.340 -0.212
C -1.365 -0.038 -0.420
O -0.310 -0.768 -1.019
C 0.637 -0.030 1.089
O 1.256 0.687 1.988
N 0.823 -0.976 1.894
H 0.136 1.777 -1.792
H 0.678 2.393 -0.209
H 1.721 1.302 -1.145
H -1.907 -0.560 0.367
H -1.962 0.571 -1.098
H 0.034 -3.026 0.980
H -0.466 -3.201 0.457

=====

(9)
Molecular formula: C4H7NO2
Method: DFT, ωB97M-V/def2-TZVPD

Highest occupied orbital energy (alpha / beta)   -8.05 / -8.04 eV
Total energy   -361.6462 Eh
Relative energy (zero: lowest compared OMol25 entry of this formula, charge and spin)   616.2 kJ/mol
Gap between HOMO and LUMO (alpha / beta)   7.984 / 7.969 eV

Element x y z (Å)
O -1.092 -1.295 0.977
C -0.603 -0.396 -0.455
C -1.163 0.555 0.409
N 0.320 1.100 -1.331
C 0.829 -0.126 -0.772
C 1.697 -0.076 0.462
O 1.881 0.943 1.089
H -1.926 -1.766 0.809
H -1.197 -0.797 -1.269
H -0.537 1.067 1.129
H -2.216 0.814 0.357
H 0.626 1.839 -0.689
H 1.245 -0.825 -1.505
H 2.135 -1.038 0.790

=====

(10)
Molecular formula: C4H7NO2
Method: DFT, ωB97M-V/def2-TZVPD

Highest occupied orbital energy   -9.21 eV
Total energy   -361.7217 Eh
Relative energy (zero: lowest compared OMol25 entry of this formula, charge and spin)   417.8 kJ/mol
Gap between HOMO and LUMO   9.482 eV

Element x y z (Å)
C -1.887 0.573 -0.008
C -0.529 -0.003 0.299
O -0.379 -1.237 -0.436
C 0.275 -2.175 0.202
C 1.743 0.514 -0.262
N 2.735 1.267 -0.096
O 0.441 0.921 -0.132
H -1.987 1.551 0.469
H -2.672 -0.092 0.362
H -1.994 0.694 -1.090
H -0.374 -0.255 1.354
H 1.881 -0.515 -0.583
H 0.343 -2.975 -0.572
H 2.432 2.193 0.209

=====

(11)
Molecular formula: C4H7NO2
Method: DFT, ωB97M-V/def2-TZVPD

SMILES   CO/C=C\NC=O
Highest occupied orbital energy   -8.57 eV
Total energy   -361.7875 Eh
Relative energy (zero: lowest compared OMol25 entry of this formula, charge and spin)   245.1 kJ/mol
Gap between HOMO and LUMO   9.451 eV

Element x y z (Å)
C 1.033 0.115 -2.365
O 0.050 0.043 -1.379
C 0.172 -0.918 -0.424
C -0.203 -0.766 0.808
N -0.890 0.381 1.273
C -0.962 0.921 2.546
O -1.253 2.059 2.732
H 0.544 0.650 -3.261
H 2.020 0.633 -1.982
H 1.062 -0.946 -2.690
H 0.657 -1.824 -0.726
H -0.238 -1.693 1.462
H -1.175 1.183 0.570
H -0.817 0.163 3.437

=====

(12)
Molecular formula: C4H7NO2
Method: DFT, ωB97M-V/def2-TZVPD

Highest occupied orbital energy (alpha / beta)   -9.06 / -9.06 eV
Total energy   -361.6790 Eh
Relative energy (zero: lowest compared OMol25 entry of this formula, charge and spin)   530.1 kJ/mol
Gap between HOMO and LUMO (alpha / beta)   8.855 / 8.855 eV

Element x y z (Å)
C 1.056 -1.089 -0.627
C 0.039 -0.083 -1.036
C -1.311 0.864 0.967
N 1.896 -0.181 0.888
C -1.204 -0.172 -0.118
O 2.315 -0.854 -0.364
O -2.000 -1.063 -0.277
H 2.228 0.780 0.712
H 0.794 -2.141 -0.756
H -0.309 -0.346 -2.042
H 0.472 0.916 -1.018
H -1.397 1.858 0.518
H -0.399 0.847 1.566
H -2.180 0.663 1.588